# 1
Formula: C3H10S
Source: OMol25
Level of theory: ωB97M-V/def2-TZVPD

Cartesian coordinates (Å):
S  2.7663  1.1377  -0.8571
H  2.3414  0.7592  0.3754
H  3.9777  1.6009  -0.4395
C  -1.0039  -0.4535  -1.1709
C  -0.9618  0.2867  0.1616
C  -0.6840  -0.6723  1.3450
H  0.0007  -0.5366  -1.6220
H  -1.5812  0.0931  -1.9125
H  -1.2987  -1.4967  -1.1234
H  -1.8643  0.8640  0.3611
H  -0.1523  1.0409  0.1118
H  -1.0688  -0.2156  2.2512
H  -0.8838  -1.6939  1.0395
H  0.4128  -0.7141  1.4797

Calculated values
Electronic energy in hartree: -518.0800
2S+1: 2
Net charge: +1
Frontier orbital gap (spin up / spin down) in eV: 10.306 / 4.186
Highest occupied orbital energy (spin up / spin down) in eV: -14.98 / -14.75

---

# 2
Formula: C3H10S3
Source: OMol25
Level of theory: ωB97M-V/def2-TZVPD

Cartesian coordinates (Å):
C  -2.1496  1.8360  -3.4027
S  -1.0830  0.7943  -2.4038
S  -0.0575  1.6956  -0.9955
H  -2.8030  2.7072  -3.0406
H  -3.0990  1.2839  -3.4554
H  -1.7424  1.8345  -4.4610
H  1.0575  2.1204  -1.3895
C  -0.2195  -1.2627  3.1055
S  1.5621  -1.4849  2.9415
C  1.7494  -2.5693  1.4845
H  -0.4406  -0.2745  2.9445
H  -0.5875  -1.4615  4.1466
H  -0.7804  -1.8270  2.3038
H  1.5918  -2.0024  0.5531
H  2.6632  -3.1103  1.3363
H  1.1122  -3.3742  1.2638

Calculated values
Electronic energy in hartree: -1314.7781
2S+1: 1
SMILES: CSC.CSS
Net charge: 0
Frontier orbital gap in eV: 9.083
Highest occupied orbital energy in eV: -8.36

---

So what do the calculations give for relative energy (zero: lowest compared OMol25 entry of this formula, charge and spin)? Going down the list: 43.57 43.94 kcal per mole.